1.
Entry from the Open Molecules 2025 dataset: 6 unconnected molecules or ions with the total composition C44H41F44IN3O8P at a distorted geometry (wB97M-V/def2-TZVPD).

```
142
C44H41F44IN3O8P (wB97M-V/def2-TZVPD)
C 3.912 -1.060 0.631
C 2.683 -0.709 -0.188
F 1.703 -0.195 0.670
C 2.990 0.329 -1.303
C 2.122 1.566 -1.281
C 0.806 1.520 -1.775
C 0.345 0.218 -2.392
N 0.975 -0.027 -3.705
C -0.015 2.666 -1.752
P -1.753 2.515 -2.322
N -2.575 1.294 -1.724
C 0.515 3.897 -1.310
I -0.562 5.698 -1.472
C 1.825 3.943 -0.833
C 2.605 2.778 -0.804
C 3.980 2.913 -0.224
O 4.467 2.076 0.494
C 4.723 4.174 -0.550
C 6.234 4.159 -0.698
C 6.871 2.829 -1.142
O 7.241 2.849 -2.513
C 8.168 2.582 -0.384
F 7.929 2.534 0.948
F 8.737 1.408 -0.738
F 9.074 3.564 -0.602
C 3.981 5.289 -0.586
C 4.482 6.697 -0.776
C 3.869 7.292 -2.032
N 2.985 8.185 -2.089
C 2.501 5.179 -0.319
O 1.940 6.040 0.303
H 3.591 -1.376 1.625
H 4.560 -0.193 0.747
H 4.466 -1.879 0.171
H 2.254 -1.600 -0.655
H 4.035 0.616 -1.188
H 2.910 -0.164 -2.274
H 0.574 -0.600 -1.704
H -0.735 0.208 -2.503
H 1.556 0.742 -4.005
H 0.286 -0.219 -4.415
H -1.652 2.539 -3.726
H -2.377 3.715 -2.004
H -2.864 0.688 -2.487
H 6.681 4.514 0.235
H 6.498 4.879 -1.476
H 6.236 1.969 -0.945
H 6.451 2.967 -3.046
H 5.570 6.728 -0.841
H 4.157 7.295 0.079
H 4.219 6.875 -2.981
H 2.710 8.485 -1.152
C -7.283 0.227 -1.913
C -6.615 1.330 -2.741
C -5.648 2.266 -2.022
F -6.266 2.938 -1.026
F -5.181 3.179 -2.911
F -7.540 2.026 -3.435
F -5.835 0.665 -3.655
O -8.580 0.471 -1.405
C -8.791 1.079 -0.204
C -9.538 2.416 -0.340
F -8.925 3.227 -1.218
F -9.557 3.019 0.869
F -7.653 1.216 0.506
F -9.612 0.275 0.512
H -7.428 -0.591 -2.616
H -6.608 -0.132 -1.135
H -4.793 1.715 -1.618
H -10.562 2.230 -0.671
C 9.301 -1.796 0.647
C 7.828 -2.100 0.936
C 7.431 -2.479 2.366
F 8.073 -3.581 2.789
F 6.097 -2.738 2.368
F 7.353 -3.014 0.065
F 7.164 -0.927 0.710
O 10.095 -2.838 0.118
C 10.745 -3.737 0.913
C 10.249 -5.176 0.702
F 8.911 -5.250 0.839
F 10.822 -5.969 1.633
F 10.710 -3.386 2.210
F 12.043 -3.740 0.531
H 9.271 -1.056 -0.151
H 9.776 -1.323 1.508
H 7.627 -1.653 3.054
H 10.531 -5.519 -0.295
C -10.080 -2.315 -4.288
C -11.213 -1.845 -5.207
C -11.401 -2.572 -6.542
F -10.289 -2.497 -7.300
F -12.415 -1.985 -7.212
F -11.138 -0.515 -5.402
F -12.365 -2.105 -4.516
O -8.856 -1.609 -4.339
C -7.857 -1.919 -5.217
C -7.563 -0.776 -6.202
F -8.683 -0.392 -6.840
F -6.674 -1.222 -7.117
F -8.073 -3.084 -5.848
F -6.729 -2.062 -4.476
H -10.451 -2.120 -3.283
H -9.928 -3.392 -4.374
H -11.651 -3.622 -6.369
H -7.139 0.073 -5.662
C -5.438 1.477 2.769
C -4.134 2.134 2.302
C -3.092 1.250 1.614
F -2.688 0.239 2.413
F -2.016 2.011 1.321
F -3.573 2.833 3.310
F -4.510 3.024 1.334
O -5.529 1.079 4.123
C -5.115 -0.145 4.555
C -3.955 -0.054 5.559
F -2.937 0.672 5.063
F -3.508 -1.305 5.814
F -4.828 -0.977 3.539
F -6.145 -0.694 5.244
H -6.184 2.264 2.676
H -5.733 0.674 2.092
H -3.491 0.839 0.682
H -4.309 0.401 6.485
C 2.260 -4.169 6.151
C 1.773 -5.619 6.060
C 2.348 -6.633 7.053
F 3.688 -6.720 6.948
F 1.821 -7.848 6.782
F 1.891 -6.079 4.800
F 0.440 -5.569 6.366
O 3.299 -3.767 5.282
C 4.618 -3.907 5.597
C 5.356 -4.850 4.636
F 4.734 -6.044 4.555
F 6.605 -5.050 5.114
F 4.802 -4.256 6.883
F 5.198 -2.692 5.428
H 1.405 -3.578 5.827
H 2.470 -3.894 7.186
H 2.082 -6.352 8.076
H 5.403 -4.400 3.646
```

**SMILES**: [H]/N=C\CC1=C(C[C@@H](O)C(F)(F)F)C(=O)c2c(C[C@@H](C)F)c(CN)c([PH2]=N)c(I)c2C1=O.FC(F)C(F)(F)COC(F)(F)C(F)F.FC(F)C(F)(F)COC(F)(F)C(F)F.FC(F)C(F)(F)COC(F)(F)C(F)F.FC(F)C(F)(F)COC(F)(F)C(F)F.FC(F)C(F)(F)COC(F)(F)C(F)F
**HOMO energy**: -9.160 eV
**Kohn-Sham gap**: 7.649 eV
**Calculated total energy**: -7500.5795 a.u.

These are the Mulliken partial charges, in e, on atoms 1 to 5:
1. C -1.53
2. C 0.58
3. F -0.38
4. C -1.43
5. C 0.35

=====

2.
Entry from the Open Molecules 2025 dataset: 7 unconnected molecules or ions with the total composition C16H48N2O7 at a distorted geometry (wB97M-V/def2-TZVPD).

```
73
C16H48N2O7 (wB97M-V/def2-TZVPD)
C 1.916 4.184 3.266
C 1.737 3.055 2.249
O 2.523 1.924 2.538
H 2.969 4.439 3.419
H 1.453 3.967 4.228
H 1.496 5.102 2.843
H 2.101 3.498 1.310
H 0.656 2.896 2.180
H 2.853 1.571 1.695
C -2.042 4.090 1.681
C -3.083 4.429 0.611
O -2.436 4.883 -0.578
H -2.524 4.167 2.653
H -1.257 4.853 1.662
H -1.538 3.156 1.445
H -3.699 5.253 0.983
H -3.695 3.539 0.452
H -2.867 4.496 -1.344
C -1.120 1.280 -0.939
C -0.391 0.515 0.140
O -1.042 0.396 1.421
H -1.431 2.252 -0.563
H -2.022 0.765 -1.288
H -0.477 1.350 -1.814
H 0.510 1.088 0.412
H 0.047 -0.448 -0.141
H -1.434 -0.489 1.439
C -1.612 -0.218 -4.185
C -2.205 -0.236 -5.564
O -1.267 -0.780 -6.494
H -2.403 0.014 -3.469
H -0.876 0.581 -4.087
H -1.139 -1.180 -4.002
H -2.484 0.778 -5.868
H -3.117 -0.839 -5.582
H -1.115 -0.157 -7.208
O -0.324 0.730 4.094
H -0.480 0.600 3.142
H 0.582 1.048 4.149
C 2.745 1.101 -2.209
C 3.142 0.096 -1.148
C 4.035 -1.003 -1.657
O 4.132 -1.993 -0.676
C 4.626 -3.226 -1.157
N 3.670 0.797 0.056
H 3.597 1.608 -2.665
H 2.109 1.852 -1.736
H 2.130 0.622 -2.973
H 2.196 -0.351 -0.824
H 5.041 -0.614 -1.911
H 3.650 -1.361 -2.627
H 3.824 -3.827 -1.597
H 5.027 -3.781 -0.309
H 5.433 -3.092 -1.883
H 4.409 1.423 -0.274
H 4.214 0.081 0.546
C -3.617 -2.255 1.316
C -2.635 -3.143 2.067
C -2.110 -4.278 1.230
O -1.461 -5.192 2.085
C -0.565 -6.050 1.412
N -1.496 -2.335 2.548
H -4.437 -2.828 0.880
H -3.142 -1.670 0.524
H -4.081 -1.551 2.013
H -3.185 -3.574 2.916
H -1.391 -3.873 0.503
H -2.922 -4.773 0.681
H -1.094 -6.758 0.763
H 0.004 -6.586 2.168
H 0.147 -5.486 0.794
H -0.890 -2.925 3.105
H -1.867 -1.607 3.152
```

**SMILES**: COC[C@H](C)N.COC[C@H](C)N.CCO.CCO.CCO.CCO.O
**HOMO energy**: -9.596 eV
**Energy above the lowest of the compared OMol25 structures with the same formula, charge and spin**: 0.000 eV
**Kohn-Sham gap**: 10.035 eV
**Calculated total energy**: -1274.5137 a.u.

These are the Mulliken partial charges, in e, on atoms 1 to 5:
1. C -1.38
2. C 0.27
3. O -0.57
4. H 0.38
5. H 0.28

=====

3.
Entry from the Open Molecules 2025 dataset: a molecular structure, C33H41Cl4CrN3O2Si2 at a distorted geometry (wB97M-V/def2-TZVPD).

```
86
C33H41Cl4CrN3O2Si2 (wB97M-V/def2-TZVPD)
Cr 14.049 10.429 8.629
C 16.059 12.717 6.559
Si 15.786 13.223 8.342
C 14.406 14.482 8.404
C 17.368 14.016 8.956
C 15.432 11.714 9.373
C 16.360 10.673 8.958
C 17.559 10.555 8.210
C 18.041 9.279 7.840
C 17.357 8.101 8.122
C 16.132 8.273 8.756
N 15.662 9.420 9.103
Si 15.535 11.805 11.288
C 15.122 13.483 11.876
C 17.459 11.836 11.836
C 14.609 10.399 12.061
H 16.706 13.398 6.074
H 15.107 12.916 6.066
H 16.230 11.748 6.097
H 14.890 15.489 8.408
H 13.845 14.443 9.303
H 13.693 14.292 7.572
H 17.785 14.728 8.200
H 18.095 13.330 9.230
H 17.107 14.553 9.814
H 18.111 11.432 7.965
H 18.862 9.230 7.094
H 17.486 7.123 7.680
H 15.408 7.378 8.939
H 14.103 13.888 11.884
H 15.799 14.192 11.362
H 15.409 13.518 12.932
H 18.004 12.729 11.588
H 18.085 10.993 11.460
H 17.312 11.709 12.899
H 14.557 10.647 13.151
H 15.047 9.481 12.025
H 13.521 10.298 11.858
Cl 14.697 9.856 6.323
C 12.597 14.077 5.152
Cl 11.322 15.071 5.442
H 12.325 13.023 5.421
H 13.303 14.177 4.330
Cl 8.825 8.464 11.390
C 8.848 9.728 12.530
C 8.199 9.590 13.746
C 8.271 10.638 14.630
C 8.995 11.782 14.362
C 9.655 11.894 13.156
Cl 10.441 13.382 12.834
C 9.497 10.919 12.203
N 9.963 11.133 10.927
C 9.125 11.657 9.864
C 7.761 11.372 9.717
C 7.060 11.938 8.612
C 7.811 12.779 7.690
C 9.117 13.100 7.851
C 9.753 12.539 8.927
C 11.177 12.981 9.165
C 12.206 11.844 8.936
O 12.611 11.137 9.869
O 12.677 11.643 7.791
H 7.573 8.749 13.963
H 7.823 10.662 15.683
H 9.010 12.550 15.109
H 10.921 11.285 10.860
H 7.283 10.573 10.335
H 5.987 11.863 8.389
H 7.231 13.244 6.957
H 9.698 13.802 7.183
H 11.234 13.330 10.181
H 11.365 13.794 8.455
C 10.127 5.653 7.414
C 10.999 6.853 7.746
C 11.142 7.972 6.972
C 12.035 8.966 7.323
N 12.695 8.934 8.458
C 12.443 7.940 9.322
C 11.724 6.796 8.933
H 10.024 5.081 8.312
H 10.706 5.033 6.731
H 9.148 5.870 6.927
H 10.516 8.057 6.131
H 12.195 9.793 6.630
H 12.877 7.937 10.294
H 11.758 5.946 9.531
```

**HOMO energy (alpha / beta)**: -8.058 / -8.060 eV
**Energy above the lowest of the compared OMol25 structures with the same formula, charge and spin**: 1.674 eV
**2S+1**: 5
**Expectation value of S²**: 6.040
**Kohn-Sham gap (alpha / beta)**: 8.446 / 8.245 eV
**Calculated total energy**: -5061.0816 a.u.

These are the Mulliken partial charges, in e, on atoms 1 to 5:
1. Cr -0.46
2. C -1.34
3. Si 0.73
4. C -0.88
5. C -1.50

=====

4.
Entry from the Open Molecules 2025 dataset: a molecular structure, C20H35AuN4OPS (wB97M-V/def2-TZVPD).

```
63
C20H35AuN4OPS (wB97M-V/def2-TZVPD)
Au 1.934 1.333 2.427
C 3.457 4.415 2.340
P 2.602 3.190 1.319
C 1.229 4.076 0.547
C 3.738 2.822 -0.040
H 3.745 5.277 1.737
H 4.349 3.970 2.780
H 2.802 4.744 3.145
H 1.599 4.935 -0.013
H 0.535 4.420 1.315
H 0.699 3.394 -0.118
H 4.013 3.742 -0.559
H 3.256 2.142 -0.742
H 4.638 2.345 0.346
C -1.453 -2.761 -4.374
C -1.831 -3.294 -2.998
C -2.129 -2.189 -1.998
N -0.910 -1.412 -1.740
C -0.794 -0.277 -1.058
S 0.654 0.181 -0.332
N -1.904 0.522 -0.920
C -2.937 0.860 -1.831
O -3.958 1.317 -1.387
C -2.674 0.724 -3.291
C -1.405 0.905 -3.833
C -1.232 0.850 -5.207
C -2.318 0.601 -6.034
C -3.586 0.428 -5.494
C -3.768 0.502 -4.124
H -1.281 -3.578 -5.074
H -0.545 -2.156 -4.339
H -2.248 -2.131 -4.779
H -1.037 -3.937 -2.602
H -2.720 -3.922 -3.067
H -2.489 -2.601 -1.051
H -2.903 -1.543 -2.402
H -0.039 -1.915 -1.828
H -1.891 1.118 -0.106
H -0.558 1.117 -3.193
H -0.249 1.005 -5.633
H -2.178 0.553 -7.106
H -4.433 0.247 -6.143
H -4.751 0.397 -3.684
C 1.708 -0.392 4.893
C 1.247 -1.692 5.598
N 0.588 -2.581 4.649
C -0.581 -1.911 4.091
C -0.167 -0.605 3.371
N 1.315 -0.441 3.455
C 1.960 -1.632 2.825
C 1.515 -2.913 3.572
H 2.790 -0.267 4.933
H 1.251 0.496 5.330
H 0.549 -1.467 6.405
H 2.097 -2.217 6.035
H -1.280 -1.703 4.901
H -1.073 -2.594 3.398
H -0.617 0.276 3.831
H -0.430 -0.612 2.313
H 3.039 -1.484 2.874
H 1.665 -1.641 1.776
H 2.373 -3.431 4.001
H 1.020 -3.605 2.890
```

**HOMO energy**: -11.120 eV
**Net charge**: +1
**Energy above the lowest of the compared OMol25 structures with the same formula, charge and spin**: 0.000 eV
**Kohn-Sham gap**: 8.859 eV
**Calculated total energy**: -1952.4503 a.u.

These are the Mulliken partial charges, in e, on atoms 1 to 5:
1. Au 0.36
2. C -1.15
3. P 0.52
4. C -1.02
5. C -1.15

=====

5.
Entry from the Open Molecules 2025 dataset: 11 unconnected molecules or ions with the total composition H22O11 at a distorted geometry (wB97M-V/def2-TZVPD).

```
33
H22O11 (wB97M-V/def2-TZVPD)
H 0.078 0.027 0.845
H -1.209 -0.583 0.601
H 0.111 -2.342 2.831
H -0.251 -3.512 1.846
H -1.187 2.426 -0.827
H -1.889 1.609 -2.020
H -1.868 3.556 1.956
H -1.983 2.876 0.612
H 2.198 -2.761 0.075
H 1.477 -3.829 0.829
H -1.965 -0.331 -2.536
H -2.500 0.839 -3.497
H 2.375 -0.818 0.198
H 3.454 -0.005 -0.454
H 2.289 0.833 4.554
H 2.091 2.428 4.181
H -3.342 -2.547 -0.457
H -3.845 -1.378 -1.110
H 2.831 4.243 0.614
H 1.509 3.296 0.680
H 0.121 -2.067 -2.625
H 1.129 -1.170 -3.339
O -0.450 -0.349 0.139
O -0.142 -3.299 2.769
O -1.135 2.136 -1.811
O -2.528 3.081 1.455
O 2.365 -3.455 0.809
O -1.815 0.188 -3.399
O 2.528 0.119 -0.072
O 2.684 1.581 4.075
O -3.891 -2.343 -1.157
O 1.975 4.110 0.263
O 0.456 -1.869 -3.442
```

**SMILES**: O.O.O.O.O.O.O.O.O.O.O
**HOMO energy**: -11.298 eV
**Energy above the lowest of the compared OMol25 structures with the same formula, charge and spin**: 4.682 eV
**Kohn-Sham gap**: 10.513 eV
**Calculated total energy**: -840.7081 a.u.

These are the Mulliken partial charges, in e, on atoms 1 to 5:
1. H 0.27
2. H 0.28
3. H 0.32
4. H 0.27
5. H 0.29